Entry 1:
The following is a quantum chemistry calculation of C4H8O in the gas phase, from the Open Molecules 2025 dataset.

The geometry in ORCA input format:
```
! wB97M-V def2-TZVPD RIJCOSX def2/J DEFGRID3
* xyz 0 1
O 2.24 0.95 0.24
C 1.05 1.16 0.11
C 0.04 0.13 -0.33
C -1.34 0.34 0.32
C 0.53 -1.30 -0.18
H -1.79 1.29 0.04
H 1.48 -1.45 -0.71
H -0.21 -2.00 -0.59
H -1.28 0.30 1.42
H 0.69 -1.57 0.87
H -0.01 0.42 -1.39
H 0.63 2.19 0.20
H -2.02 -0.45 0.01
*
```

## Properties
- HOMO-LUMO gap (eV) = 10.66
- energy relative to the best compared isomer or geometry (same formula, charge and spin) (kcal/mol) = 6.6
- SMILES = CC(C)C=O
- E_tot (a.u.) = -232.43514

Entry 2:
The following is a quantum chemistry calculation of C4H8O in the gas phase, from the Open Molecules 2025 dataset.

The geometry in ORCA input format:
```
! wB97M-V def2-TZVPD RIJCOSX def2/J DEFGRID3
* xyz 0 1
O -1.14 -0.88 0.71
C 0.51 0.39 -0.61
C 0.25 -0.59 0.45
C -0.29 -1.92 0.27
C -0.24 1.67 -0.15
H -1.30 1.46 0.02
H 0.02 -2.73 0.93
H 0.10 0.02 -1.54
H 1.58 0.61 -0.73
H -0.07 2.51 -0.83
H 0.86 -0.39 1.39
H -0.39 -2.24 -0.74
H 0.10 2.09 0.85
*
```

## Properties
- HOMO-LUMO gap (eV) = 11.58
- energy relative to the best compared isomer or geometry (same formula, charge and spin) (kcal/mol) = 34.1
- SMILES = CC[C@@H]1CO1
- E_tot (a.u.) = -232.39122

Entry 3:
The following is a quantum chemistry calculation of C4H8O in the gas phase, from the Open Molecules 2025 dataset.

The geometry in ORCA input format:
```
! wB97M-V def2-TZVPD RIJCOSX def2/J DEFGRID3
* xyz 0 1
O 0.22 -1.06 -0.16
C 0.92 0.02 0.14
C -1.81 0.05 0.59
C -1.04 -1.16 0.21
C 1.94 0.53 -0.82
H 2.41 -0.25 -1.44
H 0.56 0.57 1.01
H -1.41 -2.18 0.26
H 1.52 1.28 -1.52
H 2.74 1.03 -0.26
H -1.51 0.86 -0.11
H -2.88 -0.15 0.49
H -1.65 0.46 1.60
*
```

## Properties
- HOMO-LUMO gap (spin up / spin down) (eV) = 7.94 / 8.02
- energy relative to the best compared isomer or geometry (same formula, charge and spin) (kcal/mol) = 80.7
- E_tot (a.u.) = -232.31703

Entry 4:
The following is a quantum chemistry calculation of 2 unconnected molecules or ions with the total composition C4H8O, from the Open Molecules 2025 dataset.

The geometry in ORCA input format:
```
! wB97M-V def2-TZVPD RIJCOSX def2/J DEFGRID3
* xyz 0 1
O 0.58 -0.30 0.92
C -0.02 0.55 1.92
C -0.21 0.54 -1.46
C -0.75 -0.45 -0.45
C 0.13 -0.91 -1.60
H 1.16 -1.18 -1.42
H -0.37 -1.53 -2.34
H 0.45 -1.21 1.19
H 0.54 1.48 1.93
H 0.60 1.20 -1.17
H 0.06 0.08 2.91
H -0.96 1.01 -2.10
H -1.06 0.72 1.65
*
```

## Properties
- HOMO-LUMO gap (eV) = 8.90
- energy relative to the best compared isomer or geometry (same formula, charge and spin) (kcal/mol) = 114.0
- E_tot (a.u.) = -232.26398

Entry 5:
The following is a quantum chemistry calculation of 2 unconnected molecules or ions with the total composition C4H8O, from the Open Molecules 2025 dataset.

The geometry in ORCA input format:
```
! wB97M-V def2-TZVPD RIJCOSX def2/J DEFGRID3
* xyz 0 1
O 2.46 0.57 -0.46
C -0.40 -0.40 0.74
C -1.73 0.27 0.56
C -0.71 0.33 -0.54
C 2.18 -0.30 -1.40
H -1.92 1.18 1.13
H -0.37 -1.49 0.71
H 0.29 0.05 1.45
H -0.88 -0.26 -1.43
H -2.60 -0.35 0.42
H 1.71 -1.18 -0.89
H 2.18 0.30 0.44
H -0.22 1.28 -0.73
*
```

## Properties
- HOMO-LUMO gap (eV) = 9.42
- energy relative to the best compared isomer or geometry (same formula, charge and spin) (kcal/mol) = 98.3
- E_tot (a.u.) = -232.28900

Entry 6:
The following is a quantum chemistry calculation of C4H8O in the gas phase, from the Open Molecules 2025 dataset.

The geometry in ORCA input format:
```
! wB97M-V def2-TZVPD RIJCOSX def2/J DEFGRID3
* xyz 0 1
O 2.07 0.54 -1.47
C 0.75 -0.19 0.42
C 2.02 0.17 -0.32
C -0.49 -0.33 -0.46
C -1.73 0.24 0.23
H -2.63 0.11 -0.38
H -0.32 0.18 -1.41
H 0.61 0.59 1.19
H -1.62 1.32 0.41
H -0.65 -1.39 -0.69
H -1.90 -0.24 1.20
H 0.95 -1.11 0.99
H 2.94 0.11 0.29
*
```

## Properties
- HOMO-LUMO gap (eV) = 10.95
- energy relative to the best compared isomer or geometry (same formula, charge and spin) (kcal/mol) = 7.7
- SMILES = CCCC=O
- E_tot (a.u.) = -232.43329